Record 1
This record from the OMol25 dataset describes 6 unconnected molecules or ions with the total composition C40H70N2O9P2 in a non-equilibrium geometry. The level of theory is the ωB97M-V functional and the def2-TZVPD basis.

Output
* E_LUMO: -1.110 eV
* relative energy (zero: lowest compared OMol25 entry of this formula, charge and spin): 174.8 kcal/mol
* HOMO level: -7.56 eV
* SMILES: CCc1ccc2c(c1P(C)CC)C(=O)C([PH2]=N)=C(OCCNC[C@H](C)O)C2=O.C1CCOC1.C1CCOC1.C1CCOC1.C1CCOC1.C1CCOC1
* E_tot: -3035.0652 a.u.
* Kohn-Sham gap: 6.450 eV

Geometry as ORCA input:
```
! RIJCOSX wB97M-V def2-TZVPD def2/J DEFGRID3
* xyz 0 1
C -1.92 -4.77 0.15
C -0.35 -4.99 0.41
C 0.40 -3.66 -0.01
C 0.93 -2.72 1.14
C 1.64 -1.36 0.85
C 1.79 -0.97 -0.64
C 1.29 -1.92 -1.80
C 0.58 -3.29 -1.50
P -0.01 -4.25 -3.01
C -0.32 -6.08 -2.68
C -1.70 -3.42 -3.41
C -2.88 -4.46 -3.71
C 1.53 -1.40 -3.32
O 1.97 -2.10 -4.25
C 1.18 0.17 -3.48
P 0.20 0.88 -4.94
N -0.90 -0.20 -5.48
C 1.63 1.03 -2.42
O 1.25 2.40 -2.55
C 0.39 2.78 -1.45
C -0.97 1.96 -1.31
N -2.18 2.63 -1.87
C -3.34 1.71 -2.02
C -4.11 1.33 -0.66
C -3.75 2.23 0.62
O -3.97 -0.06 -0.27
C 2.43 0.42 -1.14
O 3.43 0.96 -0.63
H -2.13 -3.78 -0.36
H -2.45 -4.72 1.18
H -2.44 -5.62 -0.41
H -0.23 -5.08 1.56
H 0.08 -5.95 -0.01
H 0.80 -3.02 2.24
H 2.01 -0.65 1.67
H 0.59 -6.60 -2.21
H -1.28 -6.21 -2.08
H -0.51 -6.58 -3.70
H -2.01 -2.74 -2.53
H -1.52 -2.69 -4.30
H -3.07 -5.11 -2.79
H -2.57 -5.12 -4.59
H -3.82 -3.84 -3.91
H 1.09 1.26 -6.00
H -0.59 1.98 -4.43
H -0.73 -0.40 -6.48
H 1.02 2.73 -0.49
H 0.13 3.89 -1.60
H -0.96 0.90 -1.73
H -1.15 1.84 -0.17
H -2.40 3.51 -1.41
H -2.98 0.71 -2.47
H -4.11 2.11 -2.78
H -5.24 1.50 -0.86
H -4.68 2.21 1.31
H -3.56 3.34 0.40
H -2.90 1.77 1.25
H -4.88 -0.43 -0.25
C -6.40 -0.03 -3.74
C -5.36 -0.05 -4.83
C -4.46 -1.20 -4.39
O -5.30 -2.13 -3.69
C -6.57 -1.51 -3.43
H -7.33 0.45 -4.03
H -6.01 0.49 -2.86
H -5.83 -0.29 -5.79
H -4.82 0.89 -4.94
H -3.69 -0.86 -3.70
H -3.98 -1.70 -5.24
H -7.31 -1.97 -4.09
H -6.86 -1.69 -2.39
C 6.71 2.35 2.75
C 5.84 2.12 1.53
C 5.44 0.67 1.71
O 5.40 0.42 3.13
C 6.01 1.52 3.81
H 6.81 3.41 3.03
H 7.72 1.96 2.57
H 4.96 2.76 1.58
H 6.35 2.30 0.59
H 6.18 -0.01 1.28
H 4.47 0.45 1.28
H 5.22 2.10 4.30
H 6.70 1.15 4.57
C -4.05 6.03 -4.49
C -4.90 5.79 -5.72
C -5.30 4.34 -5.55
O -5.35 4.08 -4.14
C -4.75 5.19 -3.45
H -3.97 7.08 -4.21
H -3.04 5.64 -4.67
H -5.79 6.43 -5.68
H -4.39 5.99 -6.66
H -4.55 3.67 -5.98
H -6.27 4.11 -6.00
H -5.55 5.75 -2.96
H -4.07 4.81 -2.68
C 5.32 -2.29 5.19
C 4.74 -3.54 5.81
C 3.41 -3.04 6.32
O 2.99 -1.99 5.45
C 4.09 -1.62 4.61
H 6.09 -2.49 4.44
H 5.76 -1.65 5.97
H 4.59 -4.30 5.03
H 5.37 -3.97 6.59
H 3.50 -2.62 7.33
H 2.65 -3.83 6.34
H 3.88 -1.99 3.60
H 4.18 -0.54 4.57
C 5.24 1.11 7.80
C 3.73 1.01 7.78
C 3.34 1.81 9.01
O 4.35 2.82 9.18
C 5.45 2.52 8.32
H 5.70 0.94 6.83
H 5.65 0.39 8.51
H 3.34 1.50 6.88
H 3.36 -0.01 7.80
H 3.34 1.18 9.91
H 2.36 2.28 8.91
H 5.44 3.25 7.50
H 6.39 2.63 8.87
*
```

---

Record 2
This record from the OMol25 dataset describes 13 unconnected molecules or ions with the total composition C40H70O31 in a non-equilibrium geometry. The level of theory is the ωB97M-V functional and the def2-TZVPD basis.

Output
* E_LUMO: -0.235 eV
* HOMO level: -9.48 eV
* E_tot: -3898.6046 a.u.
* Kohn-Sham gap: 9.245 eV

Geometry as ORCA input:
```
! RIJCOSX wB97M-V def2-TZVPD def2/J DEFGRID3
* xyz 0 1
C 8.77 35.53 23.97
C 9.66 36.49 24.75
C 9.98 36.28 26.24
O 11.33 36.72 26.34
C 11.91 36.74 25.21
O 13.08 37.01 25.11
O 10.94 36.41 24.31
H 7.71 35.56 24.22
H 9.03 34.48 24.11
H 8.95 35.76 22.92
H 9.29 37.50 24.57
H 9.76 35.28 26.62
H 9.33 36.93 26.82
C 9.14 30.23 19.96
C 10.32 30.12 18.98
C 11.38 31.20 18.93
O 12.49 30.59 19.54
C 12.19 29.29 19.77
O 13.02 28.57 20.30
O 10.97 28.96 19.46
H 8.73 31.22 20.12
H 9.45 29.90 20.95
H 8.29 29.61 19.68
H 9.82 30.09 18.01
H 11.14 32.06 19.56
H 11.66 31.47 17.91
C 16.08 29.89 20.74
C 16.64 28.66 20.01
C 18.13 28.65 19.61
O 18.49 27.39 20.05
C 17.62 26.90 20.96
O 17.80 25.87 21.59
O 16.56 27.65 21.00
H 15.07 29.65 21.07
H 15.95 30.74 20.07
H 16.58 30.21 21.65
H 16.04 28.41 19.13
H 18.75 29.43 20.06
H 18.19 28.75 18.53
C 11.66 37.62 21.42
C 11.04 36.38 20.73
C 10.28 36.65 19.43
O 10.90 35.85 18.42
C 11.87 35.11 18.99
O 12.54 34.27 18.46
O 12.05 35.53 20.22
H 12.34 37.30 22.21
H 10.98 38.27 21.96
H 12.12 38.33 20.73
H 10.40 35.86 21.44
H 10.36 37.67 19.04
H 9.21 36.49 19.56
C 7.16 30.79 23.01
C 5.92 31.38 23.76
C 5.90 32.92 23.93
O 4.66 33.32 23.46
C 4.00 32.26 22.93
O 3.01 32.34 22.30
O 4.70 31.09 23.06
H 8.08 30.99 23.56
H 7.30 31.29 22.05
H 7.05 29.71 22.89
H 5.79 30.83 24.69
H 6.63 33.40 23.28
H 6.05 33.20 24.97
C 4.57 33.46 19.18
C 5.72 34.44 19.35
C 5.60 35.28 20.62
O 6.95 35.26 21.10
C 7.69 34.33 20.56
O 8.84 34.01 20.80
O 6.95 33.72 19.61
H 4.76 32.76 18.37
H 3.61 33.97 19.10
H 4.51 32.88 20.11
H 5.77 35.13 18.51
H 5.03 34.84 21.44
H 5.28 36.25 20.26
C 13.08 30.74 28.83
C 11.94 31.78 28.59
C 12.27 33.23 28.89
O 11.89 33.95 27.70
C 11.62 32.98 26.73
O 11.23 33.27 25.61
O 11.75 31.77 27.22
H 14.00 30.94 28.29
H 12.77 29.74 28.51
H 13.23 30.66 29.91
H 11.08 31.58 29.23
H 13.31 33.47 29.10
H 11.69 33.59 29.75
C 13.93 33.04 21.88
C 12.83 32.77 22.90
C 11.43 33.23 22.45
O 10.65 32.11 22.86
C 11.37 31.07 23.11
O 11.00 29.94 23.14
O 12.66 31.34 23.04
H 14.90 32.73 22.28
H 13.99 34.08 21.58
H 13.86 32.54 20.92
H 13.11 33.29 23.82
H 11.31 33.35 21.38
H 11.19 34.18 22.93
C 13.35 29.23 25.56
C 13.33 28.08 24.56
C 14.53 28.00 23.66
O 14.75 26.60 23.60
C 14.23 25.98 24.63
O 14.34 24.78 24.84
O 13.48 26.93 25.35
H 13.20 30.21 25.10
H 14.32 29.26 26.05
H 12.61 29.16 26.36
H 12.39 27.92 24.04
H 15.40 28.51 24.08
H 14.36 28.36 22.65
C 16.41 36.23 22.64
O 17.70 36.48 23.09
H 16.26 37.02 21.91
H 16.22 35.28 22.13
H 15.65 36.44 23.39
H 18.21 35.66 23.09
C 8.76 27.43 22.61
O 10.15 27.34 22.80
H 8.59 28.00 21.69
H 8.24 26.48 22.46
H 8.28 28.03 23.37
H 10.37 28.26 22.95
C 15.38 32.38 25.90
O 16.53 31.55 25.97
H 14.91 32.19 24.94
H 14.73 32.33 26.77
H 15.75 33.40 25.79
H 16.82 31.42 26.88
C 15.55 35.68 18.54
O 15.47 34.24 18.55
H 15.05 36.19 17.72
H 15.12 36.12 19.44
H 16.61 35.92 18.44
H 14.54 34.02 18.45
*
```